# C4H8O

A single C4H8O molecule at a distorted geometry (ωB97M-V/def2-TZVPD, the OMol25 dataset).

LUMO energy: 1.03 eV
SMILES: C=C(C)OC
Gap between HOMO and LUMO: 9.788 eV
Molar mass: 72.1 g/mol
HOMO level: -0.32173 Eh
ΔE to the lowest compared entry with this formula, charge and spin: 2.194 eV

```
! RIJCOSX wB97M-V def2-TZVPD def2/J DEFGRID3
* xyz 0 1
C -0.55390 0.36711 1.47052
C -0.41973 0.30445 0.07388
C -0.38705 1.42416 -0.94891
O -0.36816 -0.94487 -0.53810
C 0.85151 -1.65069 -0.05714
H -0.37123 1.22461 2.01602
H -0.79902 -0.63985 1.78548
H -0.72952 1.12723 -1.91530
H 0.62424 1.89303 -1.17589
H -1.10743 2.23901 -0.72348
H 0.61757 -2.15060 0.87533
H 0.97605 -2.19071 -1.03330
H 1.66667 -1.00288 0.17090
*
```

***

# C27H61N3O5

5 unconnected molecules or ions with the total composition C27H61N3O5 at a distorted geometry (ωB97M-V/def2-TZVPD, the OMol25 dataset).

LUMO energy: 0.52 eV
SMILES: CC1(C)CCCC(C)(C)N1O.CC1(C)CCCC(C)(C)N1O.CC1(C)CCCC(C)(C)N1O.O.O
Gap between HOMO and LUMO: 9.104 eV
Molar mass: 507.8 g/mol
HOMO level: -0.31540 Eh
ΔE to the lowest compared entry with this formula, charge and spin: 1.454 eV

```
! RIJCOSX wB97M-V def2-TZVPD def2/J DEFGRID3
* xyz 0 1
C 3.00632 -1.54237 -0.05642
C 2.59962 -2.68139 0.84091
C 3.58735 -3.82805 0.71105
C 2.55575 -2.08671 2.23155
C 1.97652 -3.14479 3.11260
C 0.51963 -3.38522 2.79906
C 0.29682 -3.82938 1.35521
C 0.60715 -5.31971 1.24727
C -1.17126 -3.70685 0.92819
N 1.13308 -2.98099 0.47591
O 0.98330 -3.38065 -0.82647
H 2.71362 -1.61052 -1.04559
H 2.59000 -0.52103 0.23369
H 4.07024 -1.48154 -0.00283
H 4.45913 -3.70797 1.38734
H 3.10548 -4.82173 0.83242
H 3.90111 -3.84326 -0.29961
H 3.60027 -1.69550 2.54158
H 1.81921 -1.31019 2.13805
H 2.58245 -4.03991 3.05715
H 2.06256 -2.81502 4.13197
H 0.02630 -2.46485 3.06838
H 0.07834 -4.07029 3.49186
H 0.92269 -5.55103 0.19894
H -0.24508 -5.95942 1.46814
H 1.45453 -5.59529 1.89102
H -1.94276 -3.91508 1.68270
H -1.48098 -4.41401 0.15324
H -1.51333 -2.72695 0.47364
H 1.40046 -4.24836 -0.95893
C -1.46989 2.87206 5.10827
C -1.32620 3.41163 3.66607
C -1.57201 4.91269 3.79820
C 0.09215 3.11804 3.23000
C 0.28331 3.51534 1.76499
C -0.71461 2.71160 0.85914
C -2.21383 2.73011 1.29041
C -2.90594 3.95484 0.72291
C -2.86841 1.50970 0.76457
N -2.22785 2.67710 2.76611
O -3.53282 2.87954 3.22172
H -0.57361 3.19772 5.70059
H -2.39995 3.27005 5.62144
H -1.54533 1.76864 5.09606
H -0.94730 5.29826 4.58884
H -1.40684 5.46719 2.90345
H -2.63343 5.14575 3.97081
H 0.85405 3.51583 3.84488
H 0.22764 2.03709 3.40753
H 0.06041 4.60331 1.80253
H 1.28583 3.34644 1.27380
H -0.35591 1.67679 0.86359
H -0.67058 3.07758 -0.18955
H -3.01467 3.93982 -0.35883
H -2.47112 4.94907 0.95460
H -3.93952 3.97480 1.12660
H -3.77109 1.31108 1.36006
H -2.18771 0.66338 0.77081
H -3.26606 1.57733 -0.23090
H -3.64743 3.80879 3.25211
C -1.31067 -1.83118 -3.00713
C -0.64852 -0.66977 -3.88289
C -0.40705 -1.22144 -5.23734
C -1.58283 0.52458 -4.13235
C -0.88967 1.74585 -4.73085
C 0.30867 2.13130 -3.94998
C 1.32475 0.95328 -3.71392
C 2.20586 0.67126 -4.92467
C 2.39310 1.35611 -2.63014
N 0.56473 -0.20441 -3.15855
O 1.49015 -1.23780 -3.10894
H -0.83287 -2.75711 -3.36911
H -1.17504 -1.77274 -1.96865
H -2.36585 -1.91530 -3.25080
H -0.07396 -0.57450 -5.99467
H 0.41343 -2.00718 -5.30753
H -1.26290 -1.74902 -5.68810
H -2.40289 0.20047 -4.78419
H -1.92081 0.76998 -3.16851
H -0.61653 1.47282 -5.77705
H -1.51785 2.60508 -4.70315
H 0.01111 2.38994 -2.96401
H 0.83949 2.98926 -4.32279
H 1.72274 0.68906 -5.93788
H 2.63602 -0.26001 -4.66669
H 3.07048 1.33491 -4.96149
H 1.88629 1.21739 -1.69327
H 2.74404 2.38049 -2.96332
H 3.21682 0.68940 -2.77794
H 1.11941 -1.87614 -2.44953
O -2.17191 -0.35567 3.58536
H -1.97536 -0.75815 2.75941
H -2.14651 0.63233 3.51753
O 0.10987 -0.31302 -0.04429
H 0.17797 -0.24490 -1.00043
H 0.22648 -1.24867 0.19505
*
```

***

# C3H4MgO4

A molecular structure, C3H4MgO4 at a distorted geometry (ωB97M-V/def2-TZVPD, the OMol25 dataset).

LUMO energy: -0.88 eV
Gap between HOMO and LUMO: 8.582 eV
Molar mass: 128.4 g/mol
HOMO level: -0.34763 Eh
ΔE to the lowest compared entry with this formula, charge and spin: 0.078 eV

```
! RIJCOSX wB97M-V def2-TZVPD def2/J DEFGRID3
* xyz 0 1
O -2.63534 0.28187 0.56608
C -1.75560 0.96722 0.03456
C -0.54835 -1.59384 -0.08661
O -0.89828 1.66591 0.65444
O -1.24657 0.37533 -1.11338
C -0.22980 -0.54615 -0.89804
H -1.52520 -2.07467 -0.16326
H 0.21756 -2.28096 0.27696
H 0.63368 -0.49778 -1.56815
O 3.03627 1.01679 0.55179
H 3.73850 1.37660 1.09102
Mg 1.21311 1.30970 0.65460
*
```

***

# H6O3

3 unconnected molecules or ions with the total composition H6O3 at a distorted geometry (ωB97M-V/def2-TZVPD, the OMol25 dataset).

LUMO energy: 0.72 eV
SMILES: O.O.O
Gap between HOMO and LUMO: 11.772 eV
Molar mass: 54.0 g/mol
HOMO level: -0.40602 Eh
ΔE to the lowest compared entry with this formula, charge and spin: 1.023 eV

```
! RIJCOSX wB97M-V def2-TZVPD def2/J DEFGRID3
* xyz 0 1
O 1.02891 -1.17782 -0.16566
H 1.03473 -0.15463 0.02487
H 1.65859 -1.56963 0.57065
O 0.60766 1.31817 -0.16033
H -0.37505 1.16958 -0.24717
H 0.60339 2.16976 0.47009
O -1.54066 -0.23040 0.04039
H -0.70921 -0.74692 0.01093
H -2.30836 -0.77812 -0.54377
*
```